Computed, not measured: 2 unconnected molecules or ions with the total composition C38H43Br2ClI2N5O4S2 in a non-equilibrium geometry, with wB97M-V/def2-TZVPD.

The total charge is +1. The calculation puts the HOMO energy at -9.5976 eV. For the gap between HOMO and LUMO, the calculation gives 6.299 eV.

Each atom is followed by the atoms it is bonded to, with distances in Å.
Cartesian coordinates (Å):
1 C -1.35381 -4.81149 0.74748  C2 1.639, H46 1.180, H47 1.175, H48 1.194
2 C -2.15088 -3.82177 -0.28813  C1 1.639, C3 1.640, H49 1.194, H50 1.182
3 C -1.53349 -2.30740 -0.41219  C2 1.640, N4 1.538, H51 1.170, H52 1.193
4 N -2.49992 -1.34814 0.30229  C3 1.538, C5 1.372, H53 1.049
5 C -2.71298 -0.03983 -0.05022  N4 1.372, N6 1.512, N26 1.544
6 N -3.56820 1.06171 0.53473  C5 1.512, C7 1.506, C11 1.506
7 C -4.82506 0.35084 0.96099  N6 1.506, C8 1.673, H54 1.191, H55 1.169
8 C -4.61804 -0.01510 2.58074  C7 1.673, C9 1.655, H56 1.171, H57 1.177
9 C -5.34971 -1.44810 2.96818  C8 1.655, Cl10 1.865, H58 1.170, H59 1.186
10 Cl -7.09373 -1.51279 2.31035  C9 1.865
11 C -3.63443 2.08899 -0.56516  N6 1.506, C12 1.636, C16 1.675, H60 1.194
12 C -4.96422 3.01667 -0.78495  C11 1.636, C13 1.673, H61 1.194, H62 1.178
13 C -4.82629 4.31542 0.25993  C12 1.673, O14 1.335, I15 2.230
14 O -4.49225 4.21054 1.54853  C13 1.335
15 I -5.15852 6.39641 -0.46907  C13 2.230
16 C -2.83573 1.54443 -1.93319  C11 1.675, C17 1.669, C21 1.673, N26 1.512
17 C -4.15245 0.96628 -2.78033  C16 1.669, C18 1.633, H63 1.194, H64 1.193
18 C -3.79720 -0.22808 -3.83639  C17 1.633, O19 1.362, I20 2.186
19 O -3.60158 0.15066 -5.13010  C18 1.362
20 I -3.65152 -2.36964 -3.42138  C18 2.186
21 C -2.06998 2.72711 -2.83457  C16 1.673, Br22 2.027, C23 1.517
22 Br -2.44004 4.70812 -2.61844  C21 2.027
23 C -1.00358 2.40401 -3.86455  C21 1.517, C24 1.670, Br25 1.997
24 C -0.27937 3.64684 -4.71394  C23 1.670, H65 1.189, H66 1.187, H67 1.180
25 Br -0.37308 0.55016 -4.25460  C23 1.997
26 N -1.92729 0.55567 -1.23787  C5 1.544, C16 1.512, C27 1.511
27 C -0.72846 1.08388 -0.48416  N26 1.511, C28 1.673, H68 1.170, H69 1.194
28 C 0.69875 0.30712 -0.88279  C27 1.673, C29 1.665, H70 1.181, H71 1.173
29 C 1.71833 1.51546 -1.40479  C28 1.665, S30 1.881, H72 1.194, H73 1.172
30 S 3.29916 0.79203 -2.12341  C29 1.881, C31 1.910
31 C 4.23696 0.17574 -0.57785  S30 1.910, S32 1.734, N33 1.516
32 S 4.72057 1.44181 0.50457  C31 1.734
33 N 4.50444 -1.29067 -0.30111  C31 1.516, C34 1.517, C40 1.513
34 C 5.90527 -1.51910 0.23311  N33 1.517, C35 1.671, C39 1.641
35 C 6.01396 -2.47247 1.60054  C34 1.671, C36 1.646, H74 1.172
36 C 7.50309 -2.79775 2.22066  C35 1.646, C37 1.641, H75 1.175
37 C 8.80162 -2.14315 1.46081  C36 1.641, C38 1.666, H76 1.192
38 C 8.69145 -1.15776 0.12208  C37 1.666, C39 1.663, H77 1.171
39 C 7.19298 -0.84133 -0.52564  C34 1.641, C38 1.663, H78 1.189
40 C 4.17533 -2.17739 -1.48166  N33 1.513, C41 1.660, C45 1.672
41 C 4.97587 -2.16975 -2.93536  C40 1.660, C42 1.662, H79 1.178
42 C 4.46411 -3.25604 -4.08388  C41 1.662, C43 1.657, H80 1.173
43 C 3.22463 -4.32965 -3.84349  C42 1.657, C44 1.661, H81 1.194
44 C 2.42797 -4.35006 -2.38562  C43 1.661, C45 1.642, H82 1.183
45 C 2.92686 -3.26663 -1.25693  C40 1.672, C44 1.642, H83 1.188
46 H -1.80007 -4.82896 1.83940  C1 1.180
47 H -0.19205 -4.64397 0.78880  C1 1.175
48 H -1.50063 -5.91837 0.32559  C1 1.194
49 H -3.30700 -3.72785 -0.00600  C2 1.194
50 H -2.12262 -4.34281 -1.34828  C2 1.182
51 H -1.28271 -1.98717 -1.50875  C3 1.170
52 H -0.49335 -2.31210 0.17259  C3 1.193
53 H -3.00366 -1.75756 1.12571  N4 1.049
54 H -5.04687 -0.64886 0.35195  C7 1.191
55 H -5.80900 0.98021 0.91972  C7 1.169
56 H -5.18905 0.82216 3.16704  C8 1.171
57 H -3.48297 -0.01307 2.89036  C8 1.177
58 H -4.77178 -2.39705 2.60042  C9 1.170
59 H -5.41216 -1.51268 4.15031  C9 1.186
60 H -2.84164 2.89809 -0.18826  C11 1.194
61 H -5.01243 3.51985 -1.86684  C12 1.194
62 H -5.99220 2.45232 -0.66976  C12 1.178
63 H -4.90530 0.49726 -1.98135  C17 1.194
64 H -4.66286 1.84929 -3.39924  C17 1.193
65 H 0.21461 4.37979 -3.91860  C24 1.189
66 H -1.07357 4.29716 -5.30959  C24 1.187
67 H 0.51860 3.24321 -5.48403  C24 1.180
68 H -0.56576 2.24052 -0.54446  C27 1.170
69 H -0.87185 0.84119 0.67625  C27 1.194
70 H 1.17691 -0.21058 0.06534  C28 1.181
71 H 0.53575 -0.53948 -1.67795  C28 1.173
72 H 1.97353 2.16369 -0.43539  C29 1.194
73 H 1.20302 2.24532 -2.16261  C29 1.172
74 H 5.02845 -2.88923 2.07849  C35 1.172
75 H 7.54286 -3.47620 3.17938  C36 1.175
76 H 9.87159 -2.40541 1.91683  C37 1.192
77 H 9.60602 -0.65872 -0.41337  C38 1.171
78 H 7.02827 -0.15521 -1.48226  C39 1.189
79 H 5.85635 -1.41070 -3.12768  C41 1.178
80 H 5.00776 -3.29362 -5.12258  C42 1.173
81 H 2.93349 -5.10179 -4.70580  C43 1.194
82 H 1.54583 -5.10148 -2.14957  C44 1.183
83 H 2.36918 -3.27131 -0.20788  C45 1.188
84 C 0.28717 2.32652 6.49358  C85 1.396, C89 1.396, H93 1.089
85 C -0.56919 3.17959 5.79567  C84 1.396, C86 1.396, H94 1.088
86 C -0.41032 3.35877 4.42016  C85 1.396, C87 1.402, H95 1.088
87 C 0.61127 2.67202 3.74972  C86 1.402, C88 1.401, N90 1.468
88 C 1.47723 1.82095 4.44920  C87 1.401, C89 1.396, H96 1.088
89 C 1.31029 1.65196 5.82515  C84 1.396, C88 1.396, H97 1.088
90 N 0.76742 2.83646 2.29953  C87 1.468, O91 1.240, O92 1.239
91 O -0.00641 3.61278 1.71970  N90 1.240
92 O 1.66086 2.18683 1.73758  N90 1.239
93 H 0.15583 2.18565 7.56508  C84 1.089
94 H -1.36329 3.70298 6.32390  C85 1.088
95 H -1.08595 4.02699 3.89066  C86 1.088
96 H 2.27737 1.28565 3.94229  C88 1.088
97 H 1.97548 0.99113 6.37657  C89 1.088